# 1
DFT (ωB97M-V with the def2-TZVPD basis set) results for a structure of composition C4H3MgNaO6 at a distorted geometry.

Geometry as XYZ:
```
15
Properties=species:S:1:pos:R:3:lowdin_charge:R:1
O 3.7348 -0.3616 -1.4119 -0.079
C 2.8106 0.3157 -0.9034 -0.799
O 2.7691 1.5673 -0.9287 -0.065
O 1.7915 -0.3982 -0.3700 0.017
C 0.7269 0.2521 0.2263 -0.082
O -1.4876 0.1965 0.9409 -0.013
C -2.5361 -0.6005 1.3470 -0.789
C -0.4861 -0.3314 0.1657 -0.141
O -2.6719 -1.7257 0.8734 -0.035
O -3.4039 0.0718 1.9733 -0.331
Na 5.3817 1.6382 -2.2249 0.830
Mg -5.3603 -0.2571 2.3840 0.151
H 0.8533 1.3230 0.3859 0.123
H -0.6067 -1.3746 -0.1298 0.114
H -1.5152 -0.3154 -2.3279 0.098
```

Its total charge is -1. As for the spin multiplicity: 2. The calculation puts the gap between HOMO and LUMO (alpha / beta) at 1.5 / 1.5 eV. Its energy above the lowest of the compared OMol25 structures with the same formula, charge and spin is 0.0 kJ/mol. As for the HOMO energy (alpha / beta): -1.637 / -1.637 eV. The total energy is -26341.53130 eV.

=====

# 2
DFT (ωB97M-V with the def2-TZVPD basis set) results for a structure of composition C6H13NO at a distorted geometry.

Geometry as XYZ:
```
21
Properties=species:S:1:pos:R:3:lowdin_charge:R:1
C 0.8471 2.4065 -1.1103 -0.162
O 1.1125 1.0368 -0.7557 -0.327
C -0.5496 -0.6384 -1.6877 0.082
C -1.2951 0.1709 -0.8639 -0.131
C -1.6088 -0.4950 0.4642 -0.107
N 1.5552 -1.3905 2.2175 0.245
C 0.3353 -1.5539 1.8756 -0.070
C -0.2361 -0.6145 1.0373 0.014
H 1.2319 2.5899 -2.0990 0.072
H 1.3734 3.0336 -0.4252 0.068
H -0.1892 2.7306 -1.1160 0.068
H -0.7033 -0.5225 -2.7797 0.140
H 0.0919 -1.4184 -1.2942 0.120
H -2.1062 0.7645 -1.2483 0.144
H 0.0568 0.4090 -1.0984 0.024
H -2.0253 -1.4856 0.3687 0.135
H -2.2079 0.0549 1.1831 0.146
H 1.9719 -2.0669 2.7600 0.120
H 2.1603 -0.9038 1.5673 0.164
H -0.2347 -2.3085 2.3507 0.147
H 0.4200 0.2014 0.6542 0.106
```

Its total charge is +1. As for the spin multiplicity: 2. The calculation puts the gap between HOMO and LUMO (alpha / beta) at 8.7 / 5.8 eV. Its energy above the lowest of the compared OMol25 structures with the same formula, charge and spin is 437.9 kJ/mol. As for the HOMO energy (alpha / beta): -12.586 / -12.570 eV. The total energy is -9957.82008 eV.

=====

# 3
DFT (ωB97M-V with the def2-TZVPD basis set) results for an isolated molecule of C5H10O2 at a distorted geometry.

Geometry as XYZ:
```
17
Properties=species:S:1:pos:R:3:lowdin_charge:R:1
C 1.3999 -1.8184 0.0562 -0.050
C 0.0060 -1.1820 0.1224 -0.361
O -0.4618 -0.9271 1.4405 -0.047
C 0.1037 0.2370 -0.6846 -0.232
C -1.1943 1.0625 -0.4668 -0.086
C -0.2721 2.1041 0.1847 -0.170
O 0.8686 1.2420 0.0312 -0.095
H 1.5801 -2.7445 0.6160 0.080
H 1.6144 -2.0458 -1.0003 0.082
H 2.1112 -1.0653 0.4035 0.081
H -0.7487 -1.8523 -0.3613 0.146
H -1.1989 -0.3082 1.3221 0.046
H 0.5379 0.0688 -1.7070 0.154
H -1.9012 1.3180 -1.2746 0.115
H -1.7809 0.5694 0.3820 0.105
H -0.5638 2.2648 1.2302 0.115
H -0.0999 3.0771 -0.2944 0.117
```

The calculation puts the gap between HOMO and LUMO at 10.5 eV. The SMILES is C[C@@H](O)[C@H]1CCO1. Its energy above the lowest of the compared OMol25 structures with the same formula, charge and spin is 271.5 kJ/mol. As for the HOMO energy: -9.613 eV. The total energy is -9440.22880 eV.

=====

# 4
DFT (ωB97M-V with the def2-TZVPD basis set) results for a cluster of 6 separate species, C47H75NO20S in total at a distorted geometry.

Geometry as XYZ:
```
144
Properties=species:S:1:pos:R:3:lowdin_charge:R:1
C -2.4609 -0.3236 -1.2997 -0.016
C -2.5084 0.3129 0.0719 -0.139
C -1.3401 0.0264 1.2328 -0.174
C -0.0118 -0.4852 0.4055 -0.073
C 0.4024 -2.0890 0.6360 0.040
C 1.6816 -2.8148 -0.1415 -0.051
C 1.9217 -4.4084 0.1593 -0.175
C 3.4358 -4.8054 0.6464 -0.202
C 3.7428 -4.5438 2.2392 -0.195
C 4.9824 -3.4962 2.4711 -0.219
C 6.1725 -4.0332 3.4624 -0.225
C 5.6742 -4.5407 4.9392 -0.225
C 4.6695 -3.5128 5.7275 -0.212
C 5.3851 -2.5739 6.8650 -0.211
C 6.2207 -3.3887 8.0164 -0.240
C 5.2914 -4.1743 9.1212 -0.266
C 4.5576 -5.5347 8.5492 -0.144
C 2.5468 -1.8675 -1.1622 0.024
C 2.1686 -0.2527 -1.3695 0.046
C 0.8897 0.4852 -0.6134 -0.053
C 0.4779 2.0669 -0.7888 -0.230
S -0.3466 2.4895 -2.4196 0.790
O -0.2701 1.3108 -3.4604 -0.438
O -1.7869 3.0567 -2.2929 -0.445
C 3.1548 0.5925 -2.3871 -0.123
O 2.7977 1.6663 -3.1035 -0.022
C 4.7332 0.0512 -2.5028 -0.080
O 5.7352 1.0803 -2.8221 -0.055
C 6.6496 1.3237 -1.6819 -0.134
N 7.7412 1.3638 -0.9462 0.117
C 5.0626 -1.4101 -2.3162 -0.035
C 6.5924 -1.9978 -2.4059 -0.060
C 3.8141 -2.4750 -2.0063 -0.175
O 3.9285 -3.7136 -2.4957 -0.019
H -2.4649 -1.5097 -1.4309 0.084
H -2.4635 0.3059 -2.2872 0.057
H -3.4181 1.0347 0.2695 0.105
H -1.7489 -0.8482 1.9335 0.113
H -1.1891 1.0392 1.8117 0.118
H -0.2637 -2.7661 1.3555 0.104
H 1.6979 -5.0104 -0.8189 0.122
H 1.1320 -4.7825 0.9725 0.124
H 4.3034 -4.3113 0.0361 0.091
H 3.5430 -5.9809 0.4675 0.125
H 4.0120 -5.5794 2.7187 0.107
H 2.7755 -4.1279 2.7623 0.109
H 5.5181 -3.1827 1.4515 0.105
H 4.5355 -2.4736 2.8952 0.107
H 6.7960 -4.9249 2.9715 0.122
H 6.9467 -3.1673 3.6366 0.111
H 6.6657 -4.7804 5.5592 0.108
H 5.1439 -5.6016 4.8077 0.107
H 4.0761 -2.7690 5.0075 0.103
H 3.8190 -4.1913 6.2176 0.098
H 4.5149 -1.9957 7.4259 0.116
H 6.0715 -1.7390 6.3801 0.116
H 6.8292 -2.5647 8.6294 0.114
H 7.0238 -4.1398 7.6121 0.099
H 4.5540 -3.4238 9.6603 0.110
H 6.0349 -4.5462 9.9776 0.106
H 4.5203 -6.4244 9.3092 0.075
H 3.4635 -5.2069 8.2041 0.075
H 5.1197 -5.8228 7.5368 0.073
H 1.4328 2.7571 -0.6050 0.133
H -0.2742 2.3450 0.0919 0.114
H 0.4312 3.5379 -3.0084 0.100
H 7.3858 -1.1687 -2.7046 0.091
H 6.9043 -2.3628 -1.3145 0.102
H 6.6833 -2.9639 -3.0871 0.103
C -6.6268 -4.3262 -4.2707 -0.064
C -5.3162 -3.8911 -3.6384 -0.218
O -5.4615 -3.7368 -2.2211 0.019
C -5.4330 -4.8843 -1.5006 -0.551
O -5.2866 -6.0111 -1.9509 0.104
O -5.6214 -4.5697 -0.1953 -0.009
C -5.6993 -5.7022 0.6673 -0.054
H -7.4353 -3.6433 -3.9906 0.084
H -6.5421 -4.3503 -5.3603 0.073
H -6.9200 -5.3231 -3.9263 0.076
H -5.0292 -2.9119 -4.0363 0.125
H -4.5021 -4.5861 -3.8751 0.124
H -4.8366 -6.3631 0.5361 0.096
H -6.6327 -6.2443 0.4859 0.100
H -5.7024 -5.3429 1.7000 0.093
C -2.8145 1.3252 7.9591 -0.069
C -3.2553 -0.0909 7.6318 -0.219
O -2.8161 -0.4706 6.3215 0.022
C -1.5181 -0.8479 6.2248 -0.549
O -0.7151 -0.8988 7.1448 0.108
O -1.2558 -1.1343 4.9259 -0.018
C 0.1074 -1.4647 4.6701 -0.049
H -3.1368 2.0197 7.1768 0.082
H -3.2306 1.6488 8.9167 0.080
H -1.7236 1.3961 8.0166 0.076
H -4.3495 -0.1376 7.6254 0.123
H -2.9068 -0.8078 8.3844 0.125
H 0.4550 -2.2631 5.3335 0.098
H 0.7327 -0.5729 4.7779 0.105
H 0.1832 -1.8184 3.6383 0.066
C -10.0946 -2.8609 -10.4998 -0.070
C -10.5526 -4.1222 -9.7882 -0.220
O -9.6169 -5.1887 -9.9902 0.023
C -8.5065 -5.1491 -9.2142 -0.549
O -8.2509 -4.3032 -8.3698 0.101
O -7.7145 -6.1956 -9.5542 -0.006
C -6.4652 -6.2227 -8.8676 -0.050
H -9.8937 -3.0658 -11.5562 0.082
H -10.8536 -2.0776 -10.4266 0.080
H -9.1638 -2.4795 -10.0679 0.076
H -11.5063 -4.4523 -10.2135 0.123
H -10.7204 -3.9459 -8.7193 0.124
H -6.6051 -6.1631 -7.7836 0.090
H -5.8290 -5.4052 -9.2209 0.100
H -5.9715 -7.1706 -9.0984 0.095
C 2.4975 8.2977 -0.2667 -0.067
C 1.9854 8.2023 -1.6934 -0.215
O 3.0357 7.8096 -2.5858 0.027
C 3.3300 6.4868 -2.5986 -0.548
O 2.7781 5.6223 -1.9340 0.087
O 4.3611 6.2905 -3.4569 -0.003
C 4.8294 4.9445 -3.5003 -0.047
H 3.3753 8.9497 -0.2151 0.083
H 1.7228 8.6896 0.3976 0.079
H 2.8081 7.3171 0.1080 0.073
H 1.6423 9.1890 -2.0221 0.124
H 1.1300 7.5212 -1.7719 0.123
H 4.0106 4.2439 -3.6925 0.086
H 5.3379 4.6973 -2.5632 0.098
H 5.5506 4.8622 -4.3181 0.098
C -0.4753 14.4101 -1.1411 -0.069
C -1.0465 13.6693 0.0555 -0.220
O -2.2278 12.9453 -0.3107 0.024
C -2.0195 11.7666 -0.9462 -0.550
O -0.9316 11.2792 -1.2161 0.097
O -3.2268 11.2328 -1.2553 -0.006
C -3.1495 10.0243 -2.0079 -0.050
H -1.2411 15.0388 -1.6065 0.082
H 0.3678 15.0381 -0.8416 0.080
H -0.1283 13.7117 -1.9094 0.075
H -1.3429 14.3930 0.8222 0.123
H -0.3046 13.0031 0.5112 0.124
H -2.5018 9.2904 -1.5177 0.095
H -2.7935 10.2389 -3.0204 0.100
H -4.1558 9.6021 -2.0766 0.095
```

The calculation puts the gap between HOMO and LUMO at 6.0 eV. The SMILES is C=CCc1cc(CCCCCCCCCCC)c2c(c1C[SH](=O)=O)C(=O)C(OC#N)=C(C)C2=O.CCOC(=O)OC.CCOC(=O)OC.CCOC(=O)OC.CCOC(=O)OC.CCOC(=O)OC. As for the HOMO energy: -8.056 eV. The total energy is -103205.18432 eV.